Entry 1:
The following is a quantum chemistry calculation of a 2-piece molecular cluster, CH2Cl2N2 overall at a distorted geometry, from OMol25.

Last column: natural (NBO) charge in e.
Element x y z (Å)
C: 0.108 -0.598 0.228  0.36
N: -0.001 0.394 0.869  -0.59
N: 1.242 -1.756 1.505  -0.64
Cl: 2.854 -1.463 1.292  0.13
Cl: 0.593 -1.349 2.988  0.13
H: -0.320 -1.069 -0.578  0.20
H: -0.344 1.339 0.751  0.42

Properties
HOMO-LUMO gap = 8.5 eV
HOMO = -8.09 eV
largest force on an atom = 0.089 Eh/bohr
charge = 0
E_tot = -29089.290 eV
energy above the lowest of the compared OMol25 structures with the same formula, charge and spin = 100.7 kcal per mole

Entry 2:
The following is a quantum chemistry calculation of C13H17B2F4N5O7Ti as an isolated structure at a distorted geometry, from OMol25.

Last column: natural (NBO) charge in e.
Element x y z (Å)
Ti: -0.330 0.538 1.136  1.29
C: -1.204 3.201 -2.098  -0.68
C: -0.573 2.310 -1.082  0.24
N: -1.206 1.355 -0.459  -0.14
O: -2.505 1.133 -0.792  -0.52
B: -3.143 0.177 0.132  1.26
F: -2.833 0.666 1.464  -0.52
F: -4.462 0.107 -0.086  -0.49
O: -2.525 -1.165 0.064  -0.53
N: -1.240 -1.139 0.510  -0.14
C: -0.704 -2.271 0.880  0.25
C: -1.439 -3.567 0.908  -0.68
C: 0.655 -2.124 1.326  0.25
N: 1.068 -0.887 1.288  -0.13
O: 2.347 -0.652 1.687  -0.52
B: 2.553 0.788 1.933  1.26
F: 3.729 1.018 2.527  -0.49
F: 1.410 1.183 2.760  -0.51
O: 2.418 1.581 0.697  -0.52
N: 1.136 1.565 0.242  -0.14
C: 0.804 2.427 -0.681  0.24
C: 1.749 3.416 -1.277  -0.68
C: 1.525 -3.233 1.810  -0.68
H: -2.258 2.946 -2.187  0.27
H: -0.722 3.091 -3.067  0.23
H: -1.105 4.239 -1.785  0.24
H: -2.467 -3.398 0.597  0.27
H: -1.428 -3.958 1.925  0.24
H: -0.976 -4.302 0.252  0.24
H: 2.702 3.360 -0.758  0.27
H: 1.345 4.423 -1.182  0.24
H: 1.909 3.210 -2.334  0.24
H: 1.071 -4.203 1.649  0.23
H: 1.717 -3.092 2.874  0.26
H: 2.492 -3.181 1.309  0.26
C: -0.233 -1.987 -2.128  -0.06
C: 1.110 -1.933 -1.661  -0.31
C: 1.599 -0.690 -1.941  -0.19
C: 0.554 0.051 -2.644  -0.18
C: -0.554 -0.745 -2.728  -0.33
H: -0.886 -2.840 -2.085  0.21
H: 1.642 -2.746 -1.202  0.21
H: 2.582 -0.312 -1.731  0.22
H: 0.691 1.018 -3.092  0.20
H: -1.499 -0.497 -3.171  0.23
O: -0.866 0.091 2.908  -0.42
N: -1.143 1.293 3.080  0.76
O: -1.649 1.679 4.073  -0.29
O: -0.857 2.057 2.142  -0.42

Properties
HOMO-LUMO gap (alpha / beta) = 7.1 / 6.8 eV
HOMO (alpha / beta) = -8.23 / -8.76 eV
expectation value of S² = 2.028
largest force on an atom = 0.081 Eh/bohr
charge = 0
E_tot = -70879.881 eV
energy above the lowest of the compared OMol25 structures with the same formula, charge and spin = 47.3 kcal per mole
spin multiplicity = 3

Entry 3:
The following is a quantum chemistry calculation of C9H4F6N2O11S4W as an isolated structure, from OMol25.

Last column: natural (NBO) charge in e.
Element x y z (Å)
W: 0.901 -0.212 0.829  2.32
F: 4.510 3.143 0.648  -0.24
C: 4.503 1.852 0.506  0.89
F: 4.542 1.226 1.658  -0.27
F: 5.417 1.427 -0.317  -0.24
S: 2.832 1.369 -0.263  2.07
O: 2.724 -0.154 -0.225  -0.83
O: 1.719 1.620 0.788  -0.83
N: 2.687 2.142 -1.534  -1.04
S: 1.307 1.726 -2.432  2.19
O: 0.510 2.856 -2.692  -0.80
O: 0.772 0.551 -1.766  -0.94
C: 2.130 1.133 -4.002  0.79
F: 1.175 0.656 -4.768  -0.27
F: 2.986 0.183 -3.669  -0.29
F: 2.741 2.142 -4.565  -0.26
O: -0.312 0.497 2.393  -0.84
S: -1.546 0.818 1.536  2.35
O: -2.229 1.970 1.948  -0.77
O: -0.723 0.793 0.224  -0.84
C: -2.697 -0.467 1.086  -0.24
C: -4.019 -0.128 1.256  -0.16
C: -5.022 -0.893 0.637  -0.12
C: -4.694 -1.953 -0.176  -0.14
C: -3.352 -2.323 -0.340  -0.10
C: -2.362 -1.591 0.276  -0.41
S: -0.782 -2.335 0.377  2.37
O: -0.793 -3.716 0.146  -0.76
O: -0.307 -1.768 1.684  -0.88
O: 0.352 -1.589 -0.447  -0.80
H: -4.289 0.745 1.835  0.28
H: -6.057 -0.622 0.794  0.27
H: -5.466 -2.529 -0.668  0.27
H: -3.099 -3.211 -0.906  0.27
O: 2.003 -1.438 4.509  -0.27
C: 1.967 -1.122 3.422  0.99
N: 1.971 -0.795 2.219  -0.73

Properties
HOMO-LUMO gap = 7.3 eV
HOMO = -17.37 eV
largest force on an atom = 0.007 Eh/bohr
charge = +2
E_tot = -96351.363 eV
energy above the lowest of the compared OMol25 structures with the same formula, charge and spin = 22.3 kcal per mole

Entry 4:
The following is a quantum chemistry calculation of one molecule with the formula C18H27NO3, from OMol25.

Last column: natural (NBO) charge in e.
Element x y z (Å)
C: -4.506 -0.870 -2.114  -0.25
O: -4.468 -0.868 -0.709  -0.53
C: -3.279 -1.185 -0.091  0.29
C: -2.101 -1.518 -0.734  -0.30
C: -0.953 -1.812 -0.002  -0.04
C: 0.322 -2.152 -0.723  -0.24
N: 1.481 -1.684 0.000  -0.62
C: 2.635 -2.382 0.069  0.68
O: 2.781 -3.461 -0.467  -0.63
C: 3.723 -1.705 0.888  -0.49
C: 4.518 -0.674 0.073  -0.38
C: 3.685 0.480 -0.486  -0.40
C: 3.080 1.384 0.600  -0.44
C: 1.971 2.216 0.037  -0.17
C: 0.692 2.056 0.330  -0.18
C: -0.433 2.855 -0.256  -0.25
C: -1.231 3.531 0.860  -0.60
C: -1.343 1.938 -1.076  -0.60
C: -1.005 -1.775 1.382  -0.22
C: -2.177 -1.435 2.036  -0.25
C: -3.319 -1.136 1.313  0.25
O: -4.465 -0.794 1.957  -0.66
H: -4.285 -1.863 -2.518  0.18
H: -5.524 -0.591 -2.381  0.20
H: -3.807 -0.140 -2.532  0.18
H: -2.055 -1.550 -1.811  0.22
H: 0.302 -1.721 -1.734  0.19
H: 0.438 -3.237 -0.828  0.24
H: 1.415 -0.766 0.409  0.40
H: 4.412 -2.484 1.219  0.24
H: 3.283 -1.239 1.770  0.20
H: 4.992 -1.194 -0.763  0.22
H: 5.310 -0.272 0.708  0.20
H: 4.324 1.088 -1.131  0.21
H: 2.888 0.080 -1.114  0.21
H: 2.691 0.784 1.425  0.19
H: 3.863 2.030 1.005  0.21
H: 2.270 2.967 -0.683  0.19
H: 0.383 1.305 1.050  0.19
H: -0.018 3.624 -0.915  0.20
H: -1.663 2.782 1.521  0.20
H: -0.587 4.181 1.447  0.21
H: -2.038 4.128 0.441  0.21
H: -0.779 1.455 -1.872  0.21
H: -1.771 1.167 -0.439  0.21
H: -2.153 2.510 -1.522  0.21
H: -0.126 -2.020 1.958  0.22
H: -2.226 -1.399 3.112  0.23
H: -5.145 -0.636 1.288  0.49

Properties
HOMO-LUMO gap = 8.9 eV
HOMO = -8.24 eV
largest force on an atom = 0.014 Eh/bohr
charge = 0
E_tot = -26736.915 eV
energy above the lowest of the compared OMol25 structures with the same formula, charge and spin = 22.6 kcal per mole
SMILES = COc1cc(CNC(=O)CCCC/C=C/C(C)C)ccc1O